{"formula": "C62H119BF4N12O6", "method": "ωB97M-V/def2-TZVPD", "homo_energy_ev": [-15.12, -15.11], "spin_multiplicity": 2, "charge": 5, "largest_force_ha_per_bohr": 0.1933, "e_tot_ha": -3964.4947, "symbols": ["C", "C", "C", "C", "C", "C", "N", "O", "C", "C", "C", "H", "H", "H", "H", "H", "H", "H", "H", "H", "H", "H", "H", "H", "H", "H", "H", "H", "H", "C", "C", "C", "C", "C", "C", "N", "O", "C", "C", "C", "H", "H", "H", "H", "H", "H", "H", "H", "H", "H", "H", "H", "H", "H", "H", "H", "H", "H", "C", "C", "C", "C", "C", "C", "N", "O", "C", "C", "C", "H", "H", "H", "H", "H", "H", "H", "H", "H", "H", "H", "H", "H", "H", "H", "H", "H", "H", "C", "C", "C", "C", "C", "C", "N", "O", "C", "C", "C", "H", "H", "H", "H", "H", "H", "H", "H", "H", "H", "H", "H", "H", "H", "H", "H", "H", "H", "C", "C", "N", "C", "C", "N", "C", "C", "H", "H", "H", "H", "H", "H", "H", "H", "H", "H", "H", "C", "C", "N", "C", "C", "N", "C", "C", "H", "H", "H", "H", "H", "H", "H", "H", "H", "H", "H", "C", "C", "N", "C", "C", "N", "C", "C", "H", "H", "H", "H", "H", "H", "H", "H", "H", "H", "H", "C", "C", "N", "C", "C", "N", "C", "C", "H", "H", "H", "H", "H", "H", "H", "H", "H", "H", "H", "C", "C", "O", "O", "H", "H", "H", "B", "F", "F", "F", "F"], "positions_angstrom": [[-0.64397, 2.97647, 2.15233], [-2.08405, 2.61477, 2.32146], [-2.31356, 1.33005, 3.09396], [-3.76027, 1.01502, 3.38714], [-4.33277, 2.05150, 4.28328], [-4.16235, 3.51313, 3.78675], [-2.83931, 3.68074, 3.05919], [-2.41024, 4.94066, 2.72622], [-4.06557, 4.47778, 5.05154], [-5.29017, 3.90302, 2.77676], [-2.66895, 2.46657, 0.87209], [-0.50961, 3.94325, 1.66715], [-0.06550, 2.25723, 1.57252], [-0.12360, 3.12724, 3.09815], [-1.82937, 1.41079, 4.06716], [-1.97415, 0.47989, 2.50223], [-3.82855, 0.11816, 4.00284], [-4.39878, 0.77684, 2.53646], [-3.84916, 1.93718, 5.25342], [-5.40033, 1.96903, 4.48727], [-4.68255, 4.05051, 5.84204], [-4.35159, 5.52368, 4.94021], [-3.09980, 4.57915, 5.54663], [-5.09418, 4.84585, 2.26613], [-6.25516, 4.10418, 3.24198], [-5.48039, 3.19836, 1.96720], [-2.32084, 3.30490, 0.26866], [-3.75616, 2.53078, 0.82772], [-2.37938, 1.50774, 0.44209], [-4.81409, 1.45814, -5.44067], [-3.95046, 0.25252, -5.12146], [-2.60231, 0.86278, -4.69693], [-1.66353, -0.14341, -4.03187], [-2.39765, -1.24566, -3.16513], [-3.83400, -0.91903, -2.62143], [-4.57975, -0.40359, -3.88929], [-6.00864, -0.61792, -3.95001], [-3.80051, 0.22860, -1.58801], [-4.46611, -2.26225, -2.03347], [-3.86511, -0.79103, -6.29474], [-4.49997, 2.05401, -6.29762], [-4.84527, 2.08603, -4.55023], [-5.84442, 1.19261, -5.67736], [-2.70504, 1.67643, -3.97895], [-2.08136, 1.31253, -5.54217], [-0.99254, 0.43780, -3.39935], [-0.99570, -0.54499, -4.79398], [-1.75209, -1.70390, -2.41588], [-2.55266, -2.01072, -3.92590], [-3.19712, -0.00877, -0.71184], [-4.75885, 0.43295, -1.11060], [-3.43009, 1.21609, -1.86326], [-5.41511, -1.98436, -1.57494], [-3.88529, -2.80111, -1.28488], [-4.92274, -2.92596, -2.76769], [-3.28136, -1.67623, -6.04223], [-3.47719, -0.21304, -7.13352], [-4.86522, -1.16300, -6.51722], [1.63764, -2.22675, 6.02542], [2.95115, -1.36761, 6.18158], [4.07700, -1.96643, 5.40813], [3.87727, -1.75527, 3.88713], [3.55287, -0.38988, 3.34874], [2.58908, 0.48147, 4.18498], [2.70703, 0.08889, 5.68775], [2.10210, 0.94096, 6.62727], [1.21393, 0.24607, 3.63747], [3.04679, 1.93378, 4.03252], [3.40599, -1.25739, 7.66434], [0.72608, -1.70828, 6.32268], [1.76127, -3.18325, 6.53329], [1.34862, -2.48133, 5.00574], [4.32264, -2.99997, 5.65220], [5.00327, -1.47755, 5.71001], [3.14610, -2.46184, 3.49439], [4.78178, -2.10331, 3.38830], [3.16368, -0.41414, 2.33089], [4.47420, 0.16764, 3.18021], [1.02989, 0.73656, 2.68164], [0.48735, 0.72123, 4.29655], [0.94615, -0.77059, 3.34973], [2.97064, 2.25868, 2.99486], [4.06016, 2.09023, 4.40224], [2.57817, 2.77549, 4.54245], [4.24935, -0.56867, 7.71451], [3.78941, -2.13609, 8.18297], [2.63234, -0.83302, 8.30425], [5.98430, 1.34388, -4.16548], [4.68016, 0.71615, -3.54763], [3.44999, 1.12838, -4.38653], [2.25242, 0.24440, -4.26145], [2.71343, -1.20599, -4.54460], [3.76132, -1.78633, -3.50826], [4.83042, -0.80025, -3.62509], [6.14953, -1.32448, -3.40715], [4.02814, -3.23861, -4.04302], [3.36286, -1.81382, -2.07393], [4.47896, 1.30094, -2.09948], [6.83680, 1.34146, -3.48627], [5.84226, 2.40592, -4.36548], [6.32221, 0.75660, -5.01931], [3.85740, 1.14419, -5.39741], [3.22621, 2.18558, -4.24384], [1.51484, 0.49791, -5.02290], [1.70788, 0.26895, -3.31753], [3.01035, -1.35717, -5.58242], [1.80892, -1.80031, -4.41530], [3.33841, -4.05994, -3.84863], [4.94133, -3.71905, -3.69179], [4.18863, -3.17001, -5.11896], [2.94013, -2.78545, -1.81830], [2.71888, -0.97752, -1.80191], [4.17612, -1.80656, -1.34822], [3.65197, 0.78756, -1.60894], [4.21077, 2.35560, -2.03736], [5.36214, 1.10932, -1.49007], [1.79218, 3.83128, -0.70772], [1.58919, 5.40157, -0.65901], [1.26853, 5.85780, 0.69714], [2.12145, 5.83851, 1.80530], [1.36025, 6.33655, 2.88989], [0.11544, 6.67660, 2.53445], [0.09067, 6.40432, 1.14801], [-0.67676, 7.54642, 3.35103], [0.81316, 3.35705, -0.77639], [2.30077, 3.45488, 0.17985], [2.44530, 3.43997, -1.48774], [0.89914, 5.87935, -1.35446], [2.47047, 5.97379, -0.94882], [3.14501, 5.49784, 1.75369], [1.74531, 6.56128, 3.87357], [-0.74643, 6.63154, 0.50457], [-1.17174, 6.91059, 4.08506], [-1.39411, 8.01343, 2.67619], [-0.13647, 8.35675, 3.84050], [0.17886, 3.27616, -3.58250], [0.63103, 4.15265, -4.76228], [-0.52973, 4.79895, -5.40341], [-1.25633, 4.23465, -6.40671], [-2.31799, 5.08330, -6.65036], [-2.33015, 6.11692, -5.72623], [-1.20047, 5.87225, -4.93983], [-3.37108, 7.16348, -5.57338], [-0.69776, 2.71351, -3.90352], [-0.20296, 3.95169, -2.81702], [0.99937, 2.77691, -3.06710], [1.18758, 3.54547, -5.47621], [1.26326, 4.95880, -4.39015], [-0.95157, 3.32199, -6.89717], [-3.09410, 5.03119, -7.39958], [-0.90760, 6.44632, -4.07318], [-3.53573, 7.34996, -4.51215], [-4.35144, 6.85454, -5.93606], [-3.05616, 8.06438, -6.09997], [0.52415, -6.72195, 5.82315], [0.45813, -7.24541, 4.33215], [0.84161, -6.17419, 3.51587], [2.12172, -5.78750, 3.19533], [2.15489, -4.70315, 2.31082], [0.80621, -4.33484, 2.17263], [0.00773, -5.20503, 2.93674], [0.30496, -3.32539, 1.17679], [1.51548, -6.38751, 6.12895], [0.29853, -7.46035, 6.59254], [-0.17806, -5.91733, 6.04127], [-0.60389, -7.47861, 4.25587], [1.06160, -8.12643, 4.11370], [2.88871, -6.44935, 3.56962], [2.99825, -4.22497, 1.83494], [-1.07139, -5.16209, 2.94369], [0.09868, -2.40848, 1.72891], [-0.62046, -3.71946, 0.75677], [1.07093, -3.04683, 0.45305], [2.38798, -9.22800, -0.55309], [2.37477, -7.81279, 0.10687], [1.41382, -6.84446, -0.42947], [1.82427, -5.68939, -1.06427], [0.78384, -4.95542, -1.52182], [-0.35974, -5.66426, -1.18582], [0.06795, -6.80462, -0.48365], [-1.72236, -5.19593, -1.46348], [1.43937, -9.75340, -0.44267], [3.12022, -9.78107, 0.03515], [2.54162, -9.09215, -1.62362], [3.37697, -7.41216, -0.04547], [2.14167, -7.98160, 1.15818], [2.85245, -5.36477, -1.12632], [0.73942, -3.93388, -1.86951], [-0.53815, -7.54468, 0.01770], [-1.78771, -4.12279, -1.28401], [-2.49493, -5.73123, -0.91150], [-1.95995, -5.37582, -2.51194], [-3.40143, -2.08963, 1.24617], [-3.94103, -3.45592, 1.59189], [-5.19224, -3.57749, 1.72937], [-3.26102, -4.45173, 1.63170], [-2.46246, -2.13625, 0.69457], [-3.05387, -1.63067, 2.17173], [-4.11914, -1.45046, 0.73192], [0.30520, -0.25276, -0.28637], [0.33255, -1.32579, -1.09721], [0.19667, 0.87189, -1.08078], [-0.71711, -0.40318, 0.62971], [1.42188, -0.12431, 0.45004]], "lowdin_charge": [-0.023, -0.428, -0.123, -0.181, -0.131, -0.370, 0.120, 0.095, 0.011, 0.017, 0.037, 0.055, 0.093, 0.099, 0.130, 0.113, 0.138, 0.127, 0.132, 0.150, 0.101, 0.094, 0.088, 0.091, 0.116, 0.083, 0.096, 0.080, 0.075, -0.024, -0.438, -0.162, -0.145, -0.082, -0.349, 0.161, 0.172, -0.005, 0.020, 0.054, 0.104, 0.094, 0.099, 0.096, 0.119, 0.082, 0.116, 0.110, 0.107, 0.063, 0.102, 0.081, 0.095, 0.076, 0.098, 0.091, 0.111, 0.104, 0.028, -0.415, -0.120, -0.157, -0.119, -0.412, 0.179, 0.175, -0.016, -0.021, -0.009, 0.098, 0.107, 0.061, 0.148, 0.135, 0.075, 0.131, 0.124, 0.129, 0.072, 0.089, 0.092, 0.094, 0.104, 0.085, 0.099, 0.115, 0.092, -0.021, -0.418, -0.164, -0.190, -0.105, -0.470, -0.059, -0.017, -0.019, -0.030, -0.017, 0.082, 0.087, 0.094, 0.127, 0.100, 0.101, 0.090, 0.129, 0.108, 0.073, 0.082, 0.088, 0.057, 0.053, 0.102, 0.052, 0.060, 0.090, -0.034, -0.123, -0.054, 0.034, -0.028, -0.087, 0.020, 0.013, 0.051, 0.076, 0.057, 0.113, 0.135, 0.141, 0.149, 0.159, 0.099, 0.114, 0.125, -0.047, -0.126, -0.055, -0.010, 0.008, -0.051, 0.022, 0.036, 0.061, 0.061, 0.060, 0.133, 0.130, 0.144, 0.145, 0.160, 0.100, 0.109, 0.115, -0.042, -0.156, -0.076, -0.027, -0.016, -0.051, 0.088, 0.025, 0.069, 0.089, 0.079, 0.140, 0.139, 0.144, 0.130, 0.148, 0.083, 0.079, 0.086, -0.032, -0.161, -0.027, -0.046, -0.033, -0.052, 0.054, 0.016, 0.081, 0.096, 0.091, 0.130, 0.109, 0.136, 0.128, 0.172, 0.074, 0.111, 0.107, -0.044, -0.818, -0.025, -0.040, 0.041, 0.064, 0.059, -1.533, 0.169, 0.132, 0.125, 0.171]}

=====

{"formula": "C7H6N2O2", "method": "ωB97M-V/def2-TZVPD", "de_lowest_kj_mol": 137.3, "homo_energy_ev": -7.77, "largest_force_ha_per_bohr": 0.1370, "e_tot_ha": -530.3187, "symbols": ["O", "C", "N", "C", "C", "C", "C", "O", "C", "C", "N", "H", "H", "H", "H", "H", "H"], "positions_angstrom": [[-3.71218, -0.55225, -0.02338], [-2.60404, -0.24329, -0.13845], [-2.01259, 1.04998, -0.01291], [-0.60165, 0.81370, -0.07362], [0.45212, 1.56938, -0.06356], [1.70079, 1.09180, 0.03110], [1.93027, -0.28372, -0.00986], [3.25917, -0.77326, -0.08989], [0.87040, -1.19779, -0.03875], [-0.40518, -0.66817, -0.08134], [-1.59247, -1.26713, 0.03573], [-2.46810, 1.91873, 0.11322], [0.42126, 2.79027, -0.02904], [2.50403, 1.85316, 0.12733], [3.29122, -1.74674, 0.05536], [1.06209, -2.27191, 0.06419], [-2.09515, -2.08276, 0.13386]], "lowdin_charge": [0.119, -0.494, 0.185, -0.184, -0.110, -0.067, -0.281, 0.003, 0.031, -0.186, 0.178, 0.139, 0.176, 0.129, 0.106, 0.124, 0.132]}